Record 1
Entry from the Open Molecules 2025 dataset: 2 unconnected molecules or ions with the total composition CF2O2 (wB97M-V/def2-TZVPD).

Results
maximum force: 3.98 eV/Å
energy above the lowest of the compared OMol25 structures with the same formula, charge and spin: 93.41 kcal/mol
gap between HOMO and LUMO (spin up / spin down): 11.3 / 7.1 eV
HOMO (spin up / spin down): -12.0482 / -9.2969 eV
E_LUMO (spin up / spin down): -0.8 / -2.2 eV
total charge: 0

Element x y z (Å)
C (-1.037, 0.051, 0.056)
O (-1.587, 1.044, 0.261)
O (1.825, 0.010, -0.538)
F (-1.176, -1.202, 0.146)
F (2.603, 0.179, 0.545)

=====

Record 2
Entry from the Open Molecules 2025 dataset: a gas-phase ion, BrH2NO2P (charge -1) (wB97M-V/def2-TZVPD).

Results
maximum force: 2.73 eV/Å
energy above the lowest of the compared OMol25 structures with the same formula, charge and spin: 4.07 kcal/mol
gap between HOMO and LUMO: 9.1 eV
HOMO: -5.3840 eV
structure (SMILES): N[P@](=O)([O-])Br
E_LUMO: 3.7 eV
total charge: -1

Element x y z (Å)
N (-0.866, 0.751, -0.286)
P (0.465, -0.541, 0.008)
O (0.638, -1.301, -1.246)
O (0.405, -1.173, 1.340)
Br (2.068, 1.034, 0.073)
H (-1.050, 1.049, 0.674)
H (-1.660, 0.181, -0.563)

=====

Record 3
Entry from the Open Molecules 2025 dataset: a molecular structure, C26H16Br2Cl2N4O3Ru (wB97M-V/def2-TZVPD).

Results
maximum force: 3.48 eV/Å
energy above the lowest of the compared OMol25 structures with the same formula, charge and spin: 42.34 kcal/mol
gap between HOMO and LUMO (spin up / spin down): 5.6 / 4.0 eV
HOMO (spin up / spin down): -9.9704 / -9.9705 eV
2S+1: 2
E_LUMO (spin up / spin down): -4.4 / -5.9 eV
total charge: +1

Element x y z (Å)
Ru (0.454, 0.067, -0.570)
O (-5.509, -3.011, -1.728)
C (-4.575, -3.656, -1.344)
O (-4.251, -4.737, -0.942)
C (-3.218, -2.666, -1.351)
C (-3.407, -1.295, -1.375)
C (-2.275, -0.492, -1.300)
N (-1.038, -1.070, -1.184)
C (-0.869, -2.425, -1.154)
C (-1.970, -3.265, -1.256)
C (0.511, -2.825, -0.954)
C (1.027, -4.093, -1.243)
C (2.363, -4.350, -1.034)
C (3.179, -3.339, -0.517)
C (2.616, -2.106, -0.258)
N (1.331, -1.836, -0.477)
C (-2.235, 0.954, -1.307)
C (-3.301, 1.785, -1.679)
C (-3.140, 3.151, -1.662)
C (-1.899, 3.681, -1.291)
C (-0.879, 2.817, -0.952)
N (-1.025, 1.493, -0.947)
H (-4.400, -0.877, -1.432)
H (-1.877, -4.339, -1.230)
H (0.384, -4.850, -1.661)
H (2.777, -5.318, -1.268)
H (4.226, -3.512, -0.336)
H (3.208, -1.295, 0.157)
H (-4.237, 1.348, -1.989)
H (-3.954, 3.804, -1.936)
H (-1.731, 4.745, -1.273)
H (0.096, 3.198, -0.667)
Br (3.765, 3.723, 0.354)
C (2.606, 2.989, 1.653)
C (2.501, 3.548, 2.920)
C (1.676, 2.981, 3.867)
Br (1.604, 3.747, 5.597)
C (0.900, 1.829, 3.571)
C (0.053, 1.172, 4.482)
C (-0.648, 0.062, 4.073)
C (-0.515, -0.387, 2.756)
N (0.260, 0.218, 1.882)
C (0.973, 1.296, 2.260)
C (1.843, 1.868, 1.263)
O (1.914, 1.365, 0.090)
H (3.074, 4.430, 3.162)
H (-0.039, 1.543, 5.492)
H (-1.291, -0.468, 4.759)
H (-1.048, -1.265, 2.414)
Cl (1.812, 0.179, -2.958)
C (3.340, 1.077, -2.834)
Cl (3.131, 2.739, -3.401)
H (4.072, 0.562, -3.458)
H (3.635, 1.104, -1.784)

=====

Record 4
Entry from the Open Molecules 2025 dataset: 4 unconnected molecules or ions with the total composition C4H14O4 (wB97M-V/def2-TZVPD).

Results
maximum force: 2.07 eV/Å
energy above the lowest of the compared OMol25 structures with the same formula, charge and spin: 43.43 kcal/mol
gap between HOMO and LUMO (spin up / spin down): 2.1 / 6.5 eV
HOMO (spin up / spin down): 0.7983 / -3.6763 eV
2S+1: 2
E_LUMO (spin up / spin down): 2.9 / 2.8 eV
total charge: -1

Element x y z (Å)
C (1.691, 0.790, -2.064)
C (-0.158, -2.489, -1.020)
O (-1.083, -2.283, 0.101)
C (0.818, -1.397, -1.192)
C (0.569, -0.140, -1.652)
H (2.304, 0.431, -2.894)
H (1.191, 1.657, -2.566)
H (2.336, 1.229, -1.284)
H (0.320, -3.444, -0.799)
H (-0.763, -2.546, -1.949)
H (-1.142, -1.322, 0.164)
H (1.868, -1.602, -0.938)
H (-0.392, 0.379, -1.662)
H (-2.119, 2.207, 0.052)
H (-0.767, 2.396, -0.714)
O (-1.314, 1.775, -0.233)
H (1.142, 1.020, 1.485)
H (1.642, 2.257, 2.237)
O (1.694, 1.309, 2.202)
H (-2.421, 0.705, 2.233)
H (-1.032, 1.287, 2.338)
O (-1.799, 1.082, 2.862)